Record 1
{"formula": "C4H4CuO5", "method": "the ωB97M-V functional and the def2-TZVPD basis", "species": ["O", "C", "O", "O", "C", "C", "H", "H", "H", "H", "O", "O", "C", "Cu"], "positions_angstrom": [[0.86, -0.35, 0.21], [2.17, -0.08, -0.19], [2.29, 1.09, -0.62], [2.98, -1.01, -0.16], [0.42, -1.69, 0.39], [-1.01, -1.66, 0.79], [1.06, -2.16, 1.16], [0.56, -2.28, -0.53], [-1.76, -2.10, 0.13], [-1.26, -1.24, 1.76], [-4.32, 1.11, -0.45], [-2.03, 1.18, -0.14], [-3.19, 1.33, -0.33], [0.14, 1.62, -0.32]], "mulliken_charge": [-0.33, 0.85, -0.64, -0.62, -0.08, -1.06, 0.30, 0.31, 0.33, 0.37, -0.28, -0.22, 0.67, 0.41], "fmax_ha_per_bohr": 0.0543, "e_lumo_ev": [-0.94, -1.10], "multiplicity": 2, "total_energy_ha": -2171.43949, "s2": 0.754, "homo_ev": [-8.8951, -9.0195], "de_lowest_kcal_mol": 4.7}


Record 2
{"formula": "C52H56ClN4O5P2SSnTe", "method": "the ωB97M-V functional and the def2-TZVPD basis", "species": ["Sn", "C", "N", "P", "C", "C", "C", "C", "C", "C", "C", "C", "C", "C", "C", "C", "P", "C", "C", "C", "C", "C", "C", "C", "C", "C", "C", "C", "C", "H", "H", "H", "H", "H", "H", "H", "H", "H", "H", "H", "H", "H", "H", "H", "H", "H", "H", "H", "H", "H", "H", "H", "C", "N", "C", "N", "S", "H", "H", "H", "H", "H", "H", "O", "Cl", "O", "O", "O", "C", "C", "C", "C", "C", "C", "Te", "N", "C", "O", "C", "C", "C", "C", "C", "C", "C", "C", "C", "C", "C", "C", "C", "C", "C", "C", "C", "C", "H", "H", "H", "H", "H", "H", "H", "H", "H", "H", "H", "H", "H", "H", "H", "H", "H", "H", "H", "H", "H", "H", "H", "H", "H", "H", "H"], "positions_angstrom": [[1.39, -1.07, -0.43], [-0.71, -2.25, -4.95], [-0.11, -1.90, -3.66], [-0.90, -1.05, -2.41], [-1.73, 0.33, -3.29], [-3.03, 0.29, -3.77], [-3.56, 1.36, -4.47], [-2.79, 2.49, -4.70], [-1.48, 2.54, -4.24], [-0.95, 1.46, -3.54], [-2.28, -2.13, -1.91], [-3.34, -1.62, -1.16], [-4.34, -2.46, -0.68], [-4.28, -3.82, -0.94], [-3.21, -4.34, -1.66], [-2.21, -3.50, -2.13], [1.52, -2.15, -3.27], [1.90, -3.69, -4.16], [2.63, -3.73, -5.35], [2.87, -4.95, -5.97], [2.40, -6.13, -5.41], [1.69, -6.09, -4.22], [1.45, -4.88, -3.59], [2.53, -0.88, -4.06], [3.83, -0.73, -3.56], [4.63, 0.31, -4.00], [4.14, 1.22, -4.93], [2.85, 1.09, -5.42], [2.04, 0.04, -4.99], [-1.71, -1.82, -5.02], [-0.79, -3.33, -5.06], [-0.12, -1.86, -5.78], [-3.65, -0.59, -3.60], [-4.58, 1.31, -4.83], [-3.21, 3.34, -5.23], [-0.87, 3.42, -4.41], [0.08, 1.50, -3.20], [-3.39, -0.56, -0.94], [-5.16, -2.05, -0.10], [-5.06, -4.48, -0.57], [-3.15, -5.41, -1.84], [-1.37, -3.91, -2.67], [3.00, -2.81, -5.79], [3.44, -4.97, -6.89], [2.60, -7.07, -5.89], [1.33, -7.01, -3.78], [0.91, -4.85, -2.65], [4.20, -1.41, -2.80], [5.62, 0.43, -3.59], [4.76, 2.05, -5.26], [2.46, 1.80, -6.14], [1.03, -0.04, -5.35], [3.17, -4.27, 2.78], [2.06, -4.36, 1.85], [1.01, -3.55, 1.81], [0.85, -2.67, 2.82], [-0.11, -3.62, 0.53], [4.05, -4.69, 2.31], [2.97, -4.81, 3.71], [3.40, -3.23, 3.01], [2.14, -4.97, 1.06], [1.65, -2.37, 3.36], [0.17, -1.95, 2.66], [3.15, -1.00, 1.93], [4.31, -1.07, 1.02], [4.32, 0.14, 0.23], [5.52, -1.23, 1.77], [4.10, -2.21, 0.13], [-5.06, 4.91, 5.66], [-4.16, 4.07, 4.80], [-2.84, 4.42, 4.56], [-2.01, 3.65, 3.75], [-0.60, 4.13, 3.52], [-2.51, 2.47, 3.19], [-1.25, 1.21, 1.90], [0.43, 0.89, 0.41], [0.91, 1.57, -0.58], [1.64, 0.96, -1.46], [0.72, 3.05, -0.79], [1.81, 3.79, -1.24], [1.67, 5.15, -1.49], [0.44, 5.76, -1.30], [-0.65, 5.02, -0.87], [-0.51, 3.66, -0.60], [0.10, 0.78, 3.49], [-0.39, -0.01, 4.54], [-1.82, -0.49, 4.65], [0.47, -0.38, 5.57], [1.80, 0.02, 5.59], [2.73, -0.40, 6.69], [2.25, 0.83, 4.56], [1.43, 1.24, 3.51], [2.07, 2.15, 2.50], [-3.85, 2.11, 3.39], [-4.50, 0.88, 2.80], [-4.65, 2.91, 4.20], [-4.54, 5.81, 6.00], [-5.38, 4.36, 6.55], [-5.95, 5.22, 5.12], [-2.45, 5.33, 5.00], [-0.47, 5.14, 3.89], [-0.35, 4.11, 2.46], [0.12, 3.49, 4.04], [2.76, 3.29, -1.40], [2.52, 5.72, -1.82], [0.32, 6.82, -1.51], [-1.62, 5.49, -0.74], [-1.36, 3.08, -0.27], [-2.36, -0.46, 3.71], [-2.37, 0.14, 5.35], [-1.85, -1.51, 5.03], [0.09, -1.00, 6.37], [2.22, -1.05, 7.41], [3.12, 0.46, 7.23], [3.59, -0.95, 6.29], [3.28, 1.17, 4.56], [2.71, 2.87, 3.02], [1.34, 2.71, 1.91], [2.69, 1.58, 1.81], [-3.91, 0.41, 2.02], [-5.47, 1.14, 2.37], [-4.68, 0.13, 3.57], [-5.68, 2.62, 4.36]], "mulliken_charge": [2.23, -1.21, 0.95, 0.34, 0.64, -0.40, -0.80, -0.75, -1.03, -0.72, 0.70, -0.63, -0.76, -0.70, -0.49, -0.93, -0.81, 0.41, -0.32, -0.77, -0.50, -0.71, -0.43, 0.99, -0.49, -0.60, -0.58, -0.62, -0.43, 0.37, 0.37, 0.33, 0.45, 0.45, 0.40, 0.53, 0.67, 0.62, 0.43, 0.39, 0.42, 0.08, 0.45, 0.42, 0.38, 0.44, 0.34, 0.38, 0.42, 0.39, 0.42, 0.15, -0.76, 0.01, -0.11, -0.03, -0.17, 0.34, 0.30, 0.10, 0.27, 0.20, -0.08, -0.38, 1.45, -0.61, -0.73, -0.53, -1.61, 0.71, -0.82, 0.70, -1.01, 0.01, 0.56, -0.16, 0.49, -0.49, 0.53, -0.47, -0.68, -0.56, -1.12, -0.27, 0.70, 0.91, -1.99, -1.06, 0.62, -1.60, -0.87, 1.14, -1.27, 1.17, -1.93, -0.76, 0.34, 0.33, 0.36, 0.31, 0.47, -0.10, 0.13, 0.46, 0.42, 0.42, 0.50, 0.70, 0.02, 0.46, 0.59, 0.37, 0.39, 0.34, 0.33, 0.40, 0.76, -0.45, 0.10, 0.01, 0.56, 0.34, 0.44], "fmax_ha_per_bohr": 0.0120, "e_lumo_ev": [0.27, -1.05], "multiplicity": 2, "total_energy_ha": -4633.53830, "s2": 0.759, "homo_ev": [-6.8303, -7.1767], "de_lowest_kcal_mol": 12.4}


Record 3
{"formula": "C39H33Cl3N2O5S4TeTi", "method": "the ωB97M-V functional and the def2-TZVPD basis", "species": ["Ti", "Cl", "C", "C", "C", "C", "O", "C", "C", "O", "C", "H", "H", "H", "H", "O", "C", "S", "C", "C", "S", "S", "S", "Cl", "C", "C", "C", "Cl", "C", "C", "C", "C", "N", "C", "C", "O", "H", "H", "H", "H", "C", "C", "O", "N", "Te", "C", "C", "C", "C", "C", "C", "C", "C", "C", "C", "C", "C", "C", "C", "C", "C", "C", "C", "H", "H", "H", "H", "H", "H", "H", "H", "H", "H", "H", "H", "H", "H", "H", "H", "H", "H", "H", "H", "H", "H", "H", "H", "H"], "positions_angstrom": [[0.09, -0.34, 0.26], [-4.19, 5.52, 0.29], [-3.18, 4.14, 0.65], [-2.63, 4.00, 1.91], [-1.82, 2.92, 2.19], [-1.57, 1.94, 1.22], [-0.80, 0.90, 1.47], [-2.11, 2.12, -0.06], [-1.75, 1.12, -1.11], [-0.38, 0.83, -1.10], [-2.92, 3.21, -0.34], [-2.83, 4.74, 2.67], [-1.39, 2.79, 3.18], [-2.01, 1.51, -2.11], [-3.33, 3.34, -1.33], [-6.05, -0.08, 3.33], [-5.08, -0.27, 2.65], [-4.92, 0.19, 0.96], [-3.34, -0.52, 0.67], [-2.74, -1.15, 1.71], [-1.19, -1.93, 1.80], [-3.64, -1.15, 3.21], [-2.73, -0.46, -0.97], [-1.68, -3.69, -2.43], [-0.30, -2.81, -2.99], [0.06, -2.93, -4.35], [1.17, -2.32, -4.83], [1.59, -2.49, -6.52], [2.01, -1.56, -3.98], [3.22, -0.93, -4.37], [3.96, -0.26, -3.44], [3.48, -0.19, -2.11], [2.35, -0.73, -1.74], [1.63, -1.43, -2.63], [0.45, -2.06, -2.10], [0.14, -1.93, -0.84], [-0.57, -3.53, -5.00], [3.54, -1.01, -5.40], [4.89, 0.22, -3.71], [4.04, 0.35, -1.36], [2.44, -2.29, 1.52], [2.43, -0.82, 1.91], [3.01, -0.46, 2.94], [1.79, 0.02, 1.07], [1.92, 2.20, 1.96], [2.54, 3.65, 3.47], [2.65, 3.30, 4.81], [2.47, 1.90, 5.34], [2.96, 4.29, 5.74], [3.15, 5.61, 5.37], [3.48, 6.67, 6.38], [3.02, 5.94, 4.02], [2.71, 4.98, 3.07], [2.55, 5.41, 1.63], [3.68, 2.47, 0.81], [4.95, 2.36, 1.38], [5.20, 1.99, 2.81], [6.06, 2.62, 0.58], [5.94, 3.00, -0.75], [7.16, 3.27, -1.60], [4.67, 3.11, -1.28], [3.53, 2.84, -0.53], [2.19, 2.97, -1.19], [3.36, -2.74, 1.90], [2.34, -2.44, 0.45], [1.60, -2.78, 2.02], [2.20, 1.18, 4.57], [1.70, 1.89, 6.11], [3.39, 1.55, 5.79], [3.05, 4.02, 6.79], [3.68, 6.23, 7.36], [2.65, 7.37, 6.49], [4.35, 7.25, 6.08], [3.15, 6.97, 3.71], [2.57, 6.50, 1.56], [1.61, 5.06, 1.21], [3.35, 5.02, 1.01], [4.48, 1.24, 3.16], [5.13, 2.87, 3.45], [6.20, 1.57, 2.91], [7.05, 2.52, 1.01], [8.07, 3.24, -1.00], [7.09, 4.25, -2.08], [7.25, 2.53, -2.39], [4.54, 3.40, -2.32], [2.31, 3.01, -2.28], [1.69, 3.89, -0.87], [1.53, 2.15, -0.97]], "mulliken_charge": [0.65, -0.27, 0.16, -0.75, -0.30, 0.82, -0.58, -0.20, 0.28, -0.54, -1.29, 0.46, 0.57, 0.60, 0.43, -0.61, 0.59, -0.14, -0.12, 0.59, -0.60, -0.16, -0.39, -0.23, 0.70, -0.65, 0.80, -0.30, -0.02, -0.96, -1.11, -0.35, 0.51, 0.07, -0.39, -0.48, 0.46, 0.40, 0.49, 0.72, -1.18, 0.45, -0.63, 0.87, 0.30, -0.05, 1.08, -2.04, -0.70, 0.80, -1.60, -0.99, 0.89, -1.11, 1.10, 0.96, -1.74, -0.89, 0.53, -1.65, -0.79, 0.75, -1.71, 0.47, 0.14, 0.22, 0.09, 0.52, 0.35, 0.33, 0.36, 0.32, 0.36, 0.38, 0.46, 0.01, 0.16, 0.11, 0.28, 0.48, 0.35, 0.37, 0.36, 0.28, 0.41, 0.44, 0.24, 0.02], "charge": -1, "fmax_ha_per_bohr": 0.0163, "e_lumo_ev": [2.05, 0.84], "multiplicity": 2, "total_energy_ha": -6082.74384, "s2": 0.757, "homo_ev": [-5.0966, -5.1364], "de_lowest_kcal_mol": 0.0}


Record 4
{"formula": "HNO2S2", "method": "the ωB97M-V functional and the def2-TZVPD basis", "species": ["O", "N", "O", "S", "S", "H"], "positions_angstrom": [[2.32, 0.26, 0.50], [1.23, 0.48, 0.11], [0.65, 1.37, -0.39], [-0.09, -1.20, 0.43], [-1.50, -0.40, -0.76], [-2.60, -0.51, 0.11]], "mulliken_charge": [-0.48, 0.85, -0.44, 0.00, -0.13, 0.20], "fmax_ha_per_bohr": 0.0706, "e_lumo_ev": -1.04, "total_energy_ha": -1002.07768, "homo_ev": -9.2552, "de_lowest_kcal_mol": 32.1}


Record 5
{"formula": "C9H21N4", "method": "the ωB97M-V functional and the def2-TZVPD basis", "species": ["C", "C", "C", "C", "C", "C", "C", "C", "C", "N", "N", "N", "N", "H", "H", "H", "H", "H", "H", "H", "H", "H", "H", "H", "H", "H", "H", "H", "H", "H", "H", "H", "H", "H"], "positions_angstrom": [[1.50, -0.93, -2.91], [1.73, -0.97, -1.32], [-0.95, 0.75, 2.36], [-0.83, 0.48, 3.92], [0.53, 0.10, 0.62], [-0.84, -0.61, -3.13], [1.36, 1.26, 0.64], [-2.04, 0.29, -3.40], [-0.45, -1.82, -0.54], [-0.31, -0.22, 1.59], [0.36, -0.20, -3.38], [0.58, -0.75, -0.42], [0.07, 1.49, 4.52], [2.37, -0.48, -3.51], [1.30, -2.02, -3.12], [2.17, -1.91, -1.10], [2.49, -0.09, -1.05], [-2.05, 0.85, 2.22], [-0.58, 1.73, 2.06], [-1.88, 0.54, 4.38], [-0.41, -0.55, 3.92], [2.30, 1.14, 1.11], [0.87, 2.00, 1.20], [1.74, 1.66, -0.32], [-2.73, -0.23, -3.98], [-1.70, 1.25, -3.85], [-2.37, 0.31, -2.41], [-0.21, -2.83, -0.32], [-1.45, -1.57, -0.08], [-0.50, -1.74, -1.70], [-0.39, -1.20, 1.73], [0.49, 0.74, -3.69], [-0.33, 2.37, 4.46], [0.16, 1.17, 5.50]], "mulliken_charge": [-0.67, -0.74, -0.52, -0.41, 0.94, -0.24, -1.51, -1.05, -0.84, -0.12, -0.04, 0.17, -0.61, 0.38, 0.29, 0.34, 0.34, 0.29, 0.22, 0.33, 0.34, 0.35, 0.38, 0.39, 0.34, 0.30, 0.26, 0.26, 0.33, 0.39, 0.33, 0.31, 0.21, 0.24], "charge": 1, "fmax_ha_per_bohr": 0.0911, "e_lumo_ev": -2.88, "total_energy_ha": -574.16202, "homo_ev": -10.8216, "de_lowest_kcal_mol": 85.6}